Entry 1:
{"formula": "C50H53EuFN5O3SSi", "method": "the ωB97M-V functional and the def2-TZVPD basis", "homo_ev": [-3.217, -4.312], "s2": 15.791, "charge": -1, "orbital_gap_ev": [4.818, 6.420], "spin_multiplicity": 8, "elements": ["Eu", "O", "C", "O", "C", "C", "C", "C", "C", "C", "N", "C", "C", "C", "C", "C", "C", "N", "H", "H", "H", "H", "H", "H", "H", "H", "H", "H", "C", "Si", "C", "C", "C", "C", "C", "C", "N", "C", "S", "H", "H", "H", "H", "H", "H", "H", "H", "H", "H", "H", "H", "C", "C", "C", "C", "N", "C", "C", "C", "C", "C", "C", "C", "H", "H", "H", "H", "H", "H", "H", "H", "C", "C", "C", "C", "C", "C", "C", "C", "C", "C", "C", "C", "N", "C", "C", "C", "C", "C", "C", "F", "H", "H", "H", "H", "H", "H", "H", "H", "H", "H", "H", "H", "H", "H", "H", "H", "H", "H", "H", "H", "H", "O", "H", "H"], "coordinates": [[-0.56, -0.61, -0.30], [5.12, -6.46, 2.63], [4.47, -6.03, 1.53], [4.63, -6.58, 0.47], [3.56, -4.87, 1.71], [3.33, -4.02, 0.62], [2.49, -2.94, 0.73], [1.79, -2.68, 1.92], [1.97, -3.58, 2.99], [2.85, -4.64, 2.89], [0.86, -1.65, 1.95], [0.59, -1.08, 3.10], [-0.57, -0.28, 3.33], [-0.93, 0.03, 4.66], [-2.12, 0.68, 4.91], [-2.91, 1.05, 3.83], [-2.46, 0.77, 2.55], [-1.34, 0.10, 2.28], [4.96, -5.89, 3.40], [3.84, -4.22, -0.31], [2.36, -2.27, -0.11], [1.39, -3.46, 3.89], [2.94, -5.31, 3.74], [1.22, -1.27, 3.98], [-0.28, -0.27, 5.47], [-2.42, 0.91, 5.92], [-3.85, 1.56, 3.98], [-3.04, 1.10, 1.70], [-6.30, 2.66, -3.21], [-5.13, 2.83, -1.71], [-3.69, 3.92, -2.29], [-5.97, 3.70, -0.23], [-4.80, 1.05, -1.11], [-5.83, 0.14, -1.00], [-5.57, -1.14, -0.49], [-4.28, -1.47, -0.16], [-3.25, -0.63, -0.28], [-3.52, 0.63, -0.69], [-2.24, 1.75, -0.58], [-6.55, 3.64, -3.61], [-7.23, 2.16, -2.97], [-5.81, 2.10, -4.00], [-4.07, 4.77, -2.84], [-2.99, 3.38, -2.92], [-3.11, 4.30, -1.44], [-6.29, 4.70, -0.49], [-5.28, 3.78, 0.61], [-6.85, 3.16, 0.13], [-6.83, 0.41, -1.29], [-6.37, -1.85, -0.36], [-4.05, -2.45, 0.24], [-2.00, -5.49, -0.73], [-0.71, -6.00, -0.70], [0.33, -5.19, -1.11], [0.06, -3.88, -1.52], [-1.17, -3.35, -1.41], [-2.16, -4.16, -1.07], [1.07, -3.04, -2.17], [1.95, -3.66, -3.06], [2.85, -2.91, -3.80], [2.85, -1.54, -3.66], [1.97, -0.93, -2.77], [1.06, -1.64, -1.97], [-2.85, -6.11, -0.48], [-0.52, -7.02, -0.38], [1.34, -5.57, -1.11], [-3.15, -3.72, -1.08], [1.91, -4.73, -3.20], [3.52, -3.39, -4.50], [3.52, -0.92, -4.24], [1.99, 0.15, -2.74], [4.71, -0.48, 0.40], [3.88, 0.56, -0.37], [4.74, 1.19, -1.47], [3.31, 1.61, 0.55], [4.17, 2.24, 1.43], [3.73, 3.21, 2.30], [2.38, 3.53, 2.32], [1.49, 2.92, 1.46], [0.02, 3.28, 1.54], [-0.44, 3.47, 2.99], [-0.28, 4.56, 0.75], [1.95, 1.98, 0.51], [1.06, 1.44, -0.46], [1.01, 2.13, -1.63], [1.77, 3.30, -1.91], [1.68, 3.98, -3.10], [0.84, 3.55, -4.12], [0.10, 2.41, -3.91], [0.18, 1.74, -2.71], [-0.60, 0.58, -2.62], [4.98, -1.30, -0.26], [4.15, -0.88, 1.24], [5.63, -0.04, 0.78], [3.04, 0.03, -0.84], [5.58, 1.73, -1.04], [4.16, 1.89, -2.07], [5.13, 0.42, -2.13], [5.22, 1.98, 1.42], [4.42, 3.71, 2.96], [2.03, 4.29, 3.00], [-0.54, 2.46, 1.10], [-0.10, 4.42, 3.39], [-0.08, 2.67, 3.63], [-1.53, 3.47, 3.03], [0.24, 5.41, 1.18], [-1.35, 4.76, 0.78], [0.02, 4.45, -0.28], [2.44, 3.66, -1.15], [2.27, 4.87, -3.25], [0.78, 4.09, -5.06], [-0.56, 2.01, -4.68], [-1.76, -2.68, 1.36], [-2.49, -2.23, 1.81], [-1.13, -2.92, 2.04]]}



Entry 2:
{"formula": "Cl3O2P", "method": "the ωB97M-V functional and the def2-TZVPD basis", "homo_ev": [-9.698, -9.698], "charge": 0, "orbital_gap_ev": [7.518, 7.519], "relative_energy_kj_mol": 253.40, "elements": ["O", "O", "P", "Cl", "Cl", "Cl"], "coordinates": [[0.18, 1.11, -1.81], [0.64, -1.49, 0.39], [-0.31, 0.57, -0.52], [1.61, -1.40, 1.74], [-1.84, -0.53, -0.88], [-0.29, 1.74, 1.08]]}



Entry 3:
{"formula": "C3H8N2O", "method": "the ωB97M-V functional and the def2-TZVPD basis", "homo_ev": -7.403, "charge": 0, "orbital_gap_ev": 7.897, "relative_energy_kj_mol": 674.34, "elements": ["C", "C", "C", "N", "N", "O", "H", "H", "H", "H", "H", "H", "H", "H"], "coordinates": [[0.92, -0.07, -0.45], [-1.51, -0.27, 0.22], [1.26, 0.78, 0.71], [-2.47, 0.39, -0.29], [1.39, -1.33, -0.54], [-3.72, 0.38, -0.02], [0.74, 0.39, -1.40], [-1.62, -0.90, 1.03], [1.60, 0.07, 1.44], [0.49, 1.44, 0.88], [1.94, 1.56, 0.42], [-2.23, 1.26, -0.83], [1.16, -1.93, -1.33], [2.03, -1.77, 0.15]]}



Entry 4:
{"formula": "C65H52F2GeN2P3Rb", "method": "the ωB97M-V functional and the def2-TZVPD basis", "homo_ev": -6.142, "charge": 0, "orbital_gap_ev": 6.349, "relative_energy_kj_mol": 4.33, "elements": ["Rb", "F", "Ge", "C", "C", "C", "C", "C", "C", "P", "C", "C", "C", "C", "C", "C", "C", "C", "C", "C", "C", "C", "C", "C", "C", "C", "C", "C", "P", "C", "C", "C", "C", "C", "C", "C", "C", "C", "C", "C", "C", "C", "C", "C", "C", "C", "C", "P", "C", "C", "C", "C", "C", "C", "C", "C", "C", "C", "C", "C", "H", "H", "H", "H", "H", "H", "H", "H", "H", "H", "H", "H", "H", "H", "H", "H", "H", "H", "H", "H", "H", "H", "H", "H", "H", "H", "H", "H", "H", "H", "H", "H", "H", "H", "H", "H", "H", "H", "H", "H", "H", "H", "N", "C", "C", "C", "C", "C", "N", "H", "H", "H", "H", "H", "H", "F", "C", "C", "C", "C", "C", "C", "H", "H", "H", "H"], "coordinates": [[-0.39, -0.40, -0.85], [2.55, 3.51, 2.02], [1.58, 2.10, 1.53], [2.93, 0.74, 1.90], [4.23, 1.20, 2.05], [5.26, 0.34, 2.38], [4.99, -1.01, 2.60], [3.69, -1.47, 2.49], [2.65, -0.62, 2.13], [0.93, -1.24, 2.02], [1.11, -2.75, 0.98], [0.16, -3.76, 1.09], [0.28, -4.94, 0.38], [1.35, -5.11, -0.49], [2.27, -4.09, -0.67], [2.15, -2.91, 0.06], [0.75, -1.95, 3.70], [1.10, -3.24, 4.08], [0.98, -3.64, 5.41], [0.51, -2.75, 6.37], [0.17, -1.46, 6.00], [0.28, -1.06, 4.68], [0.26, 2.22, 2.96], [0.84, 2.56, 4.19], [0.08, 2.65, 5.34], [-1.29, 2.41, 5.27], [-1.88, 2.09, 4.06], [-1.12, 1.99, 2.89], [-1.86, 1.57, 1.26], [-3.02, 2.95, 0.96], [-4.09, 3.27, 1.80], [-4.91, 4.34, 1.52], [-4.69, 5.12, 0.39], [-3.65, 4.79, -0.47], [-2.83, 3.71, -0.18], [-3.06, 0.26, 1.73], [-4.23, 0.11, 0.97], [-5.16, -0.86, 1.31], [-4.93, -1.72, 2.37], [-3.75, -1.62, 3.09], [-2.82, -0.63, 2.77], [1.20, 2.79, -0.27], [0.59, 4.05, -0.21], [0.47, 4.83, -1.35], [0.98, 4.37, -2.56], [1.59, 3.13, -2.63], [1.70, 2.32, -1.49], [2.62, 0.73, -1.58], [4.22, 1.30, -2.29], [4.60, 1.13, -3.62], [5.81, 1.62, -4.07], [6.66, 2.29, -3.20], [6.29, 2.47, -1.87], [5.08, 1.97, -1.42], [1.88, -0.19, -2.99], [2.51, -1.40, -3.31], [2.07, -2.16, -4.38], [0.97, -1.74, -5.12], [0.32, -0.57, -4.79], [0.78, 0.22, -3.74], [4.44, 2.26, 1.92], [6.27, 0.71, 2.48], [5.79, -1.69, 2.87], [3.49, -2.52, 2.68], [-0.69, -3.63, 1.76], [-0.47, -5.71, 0.48], [1.44, -6.03, -1.05], [3.09, -4.21, -1.37], [2.89, -2.12, -0.07], [1.46, -3.95, 3.35], [1.25, -4.65, 5.69], [0.42, -3.07, 7.40], [-0.20, -0.76, 6.74], [0.01, -0.05, 4.40], [1.91, 2.75, 4.24], [0.54, 2.91, 6.28], [-1.90, 2.47, 6.17], [-2.94, 1.89, 4.03], [-4.30, 2.66, 2.68], [-5.74, 4.58, 2.19], [-5.34, 5.95, 0.17], [-3.49, 5.36, -1.38], [-2.05, 3.43, -0.87], [-4.41, 0.77, 0.13], [-6.08, -0.93, 0.73], [-5.66, -2.48, 2.63], [-3.55, -2.30, 3.91], [-1.93, -0.54, 3.37], [0.23, 4.44, 0.73], [-0.01, 5.80, -1.29], [0.90, 4.98, -3.45], [2.00, 2.79, -3.57], [3.94, 0.61, -4.31], [6.10, 1.49, -5.11], [7.61, 2.68, -3.56], [6.95, 2.99, -1.19], [4.80, 2.10, -0.39], [3.36, -1.73, -2.72], [2.58, -3.08, -4.63], [0.61, -2.35, -5.94], [-0.56, -0.25, -5.33], [0.26, 1.14, -3.51], [-3.12, -2.79, -0.38], [-2.48, -3.59, -1.30], [-2.97, -4.86, -1.62], [-2.27, -5.62, -2.53], [-1.10, -5.12, -3.09], [-0.69, -3.86, -2.70], [-1.35, -3.10, -1.82], [-4.09, -2.98, -0.20], [-2.90, -1.81, -0.42], [-3.89, -5.22, -1.17], [-2.64, -6.60, -2.81], [-0.53, -5.69, -3.81], [0.21, -3.43, -3.09], [-3.66, 1.75, -6.31], [-3.30, 1.49, -5.02], [-2.39, 2.32, -4.40], [-2.03, 2.03, -3.08], [-2.53, 0.95, -2.33], [-3.45, 0.16, -3.05], [-3.84, 0.41, -4.37], [-1.99, 3.17, -4.93], [-1.30, 2.71, -2.63], [-3.90, -0.71, -2.58], [-4.56, -0.23, -4.88]]}